1.
Formula: C9H8O3P
Source: the OMol25 dataset
Level of theory: ωB97M-V with the def2-TZVPD basis set

```
! wB97M-V def2-TZVPD RIJCOSX def2/J DEFGRID3
* xyz -1 1
C 2.800 -1.275 0.062
C 2.109 -1.079 -1.124
C 2.161 -1.003 1.286
C 0.857 -0.499 -1.093
C 0.881 -0.430 1.329
C 0.207 -0.181 0.147
C -1.868 0.703 1.407
C -1.307 1.846 -0.996
C -1.130 0.368 0.097
O -3.062 0.233 1.265
O -1.389 1.339 2.383
O -3.280 -0.476 -1.467
P -2.604 -0.889 -0.232
H 3.693 -1.812 -0.039
H 2.531 -1.415 -2.099
H 2.733 -1.121 2.188
H 0.468 -0.561 -2.043
H 0.405 -0.083 2.287
H -2.341 2.252 -0.651
H -0.502 2.598 -0.758
H -1.361 1.484 -1.950
*
```

Results
Relative energy (zero: lowest compared OMol25 entry of this formula, charge and spin), kJ/mol: 47.1
Molecular weight, g mol⁻¹: 195.1
HOMO level, eV: -4.0
Max |F|, eV/A: 5.9

2.
Formula: C9H8O4
Source: the OMol25 dataset
Level of theory: ωB97M-V with the def2-TZVPD basis set

```
! wB97M-V def2-TZVPD RIJCOSX def2/J DEFGRID3
* xyz 0 1
C 1.851 -0.332 1.271
C 0.675 -0.981 1.385
C -1.567 1.155 -0.700
C 2.159 0.111 -0.129
C -2.274 -0.185 -0.483
C 1.220 1.294 -0.458
C -1.497 -1.358 -0.025
C -0.035 -1.179 0.164
C -0.179 1.092 -0.209
O 1.976 -0.955 -1.044
O -2.343 -0.656 0.829
O 0.543 1.779 0.712
O 0.651 -1.496 -0.990
H 2.522 -0.110 2.079
H 0.217 -1.237 2.325
H -1.597 1.404 -1.766
H -2.106 1.913 -0.125
H 3.205 0.384 -0.286
H -3.177 -0.339 -1.071
H 1.590 2.045 -1.147
H -1.834 -2.346 -0.332
*
```

Results
Relative energy (zero: lowest compared OMol25 entry of this formula, charge and spin), kJ/mol: 778.9
Molecular weight, g mol⁻¹: 180.2
HOMO level (spin up / spin down), eV: -7.2 / -7.2
Max |F|, eV/A: 3.4

3.
Formula: C9H9BF2N3NaO14S2
Source: the OMol25 dataset
Level of theory: ωB97M-V with the def2-TZVPD basis set

```
! wB97M-V def2-TZVPD RIJCOSX def2/J DEFGRID3
* xyz 0 1
N -0.603 -3.379 1.300
C -0.376 -3.052 0.044
O 0.283 -3.083 -1.298
C 1.661 -2.572 -1.220
C 1.722 -0.995 -0.674
O 3.101 -0.515 -0.851
C 4.043 -1.248 0.008
C 3.532 -2.723 0.506
N 2.629 -3.454 -0.463
H 2.065 -2.514 -2.340
H 1.041 -0.324 -1.385
H 1.340 -0.879 0.426
H 4.189 -0.578 0.985
H 5.126 -1.370 -0.446
H 2.923 -2.583 1.515
H 4.506 -3.365 0.723
H 2.156 -4.225 0.097
H 3.231 -3.974 -1.170
B -3.024 1.459 -1.240
O -3.280 1.831 -2.636
C -2.152 1.584 -3.317
O -2.019 1.782 -4.513
C -1.149 1.061 -2.428
O -0.014 0.736 -2.737
O -1.641 0.976 -1.184
O -3.216 2.607 -0.349
C -4.172 2.264 0.526
O -4.580 2.995 1.415
C -4.628 0.926 0.253
O -5.491 0.322 0.869
O -3.961 0.422 -0.794
Na -4.825 -1.098 -1.246
N -0.274 2.568 1.573
S 0.842 3.547 2.087
O 2.171 2.991 2.316
O 0.437 4.626 2.981
F 1.107 4.377 0.742
S -0.703 1.546 2.687
O -1.487 0.419 2.183
O -1.169 2.072 3.964
F 0.659 0.818 3.088
*
```

Results
Molecular weight, g mol⁻¹: 519.1
HOMO level, eV: -8.7
Max |F|, eV/A: 11.9

4.
Formula: C9H9Cl5CuGeN2O4
Source: the OMol25 dataset
Level of theory: ωB97M-V with the def2-TZVPD basis set

```
! wB97M-V def2-TZVPD RIJCOSX def2/J DEFGRID3
* xyz 1 1
Cu -0.501 0.642 0.496
C -0.351 4.772 2.538
O 0.063 3.572 3.222
C -0.180 2.430 2.595
O -0.751 2.343 1.509
N 0.259 1.370 3.307
N 0.028 0.092 2.815
H -0.057 5.586 3.192
H -1.427 4.763 2.394
H 0.156 4.844 1.578
H 0.668 1.523 4.209
H -0.583 -0.418 3.438
H 0.906 -0.397 2.717
Cl 2.756 -4.049 -4.115
C 1.660 -3.183 -3.097
C 0.326 -3.541 -3.040
C -0.543 -2.841 -2.222
Cl -2.159 -3.437 -2.113
C -0.144 -1.728 -1.474
O -1.068 -1.040 -0.692
C 1.229 -1.424 -1.478
C 1.973 -0.440 -0.659
O 1.536 0.381 0.124
C 2.105 -2.155 -2.295
H -0.044 -4.378 -3.614
H 3.063 -0.514 -0.784
H 3.158 -1.914 -2.290
Cl -2.439 -0.408 -3.526
Ge -2.640 -0.470 -1.440
Cl -2.762 1.512 -0.724
Cl -4.239 -1.493 -0.571
*
```

Results
Relative energy (zero: lowest compared OMol25 entry of this formula, charge and spin), kJ/mol: 12.0
Molecular weight, g mol⁻¹: 522.6
HOMO level, eV: -11.7
Max |F|, eV/A: 1.0

Calculated values (eV) of E_tot for the records, taken in order: -24895.5156 -17644.5249 -74809.0243 -184414.7583.